Computed, not measured: 11 unconnected molecules or ions with the total composition C40H111N9O11 in a non-equilibrium geometry, with ωB97M-V with the def2-TZVPD basis set.

Values from the calculation:
Max |F|, hartree/bohr: 0.07872
HOMO (alpha / beta), hartree: -0.3718 / -0.3718

```
! RIJCOSX wB97M-V def2-TZVPD def2/J DEFGRID3
* xyz 1 2
C -0.744 1.263 -5.490
C -0.532 0.102 -4.571
O -1.620 0.087 -3.575
H -1.714 1.105 -5.961
H 0.034 1.209 -6.251
H -0.805 2.275 -5.088
H 0.436 0.164 -4.075
H -0.788 -0.839 -5.058
H -2.015 -0.787 -3.538
C 3.599 2.557 2.359
C 2.289 3.390 2.527
O 1.180 2.541 2.846
H 3.991 2.288 3.339
H 4.294 3.341 2.055
H 3.677 1.806 1.573
H 2.153 4.044 1.665
H 2.378 4.179 3.275
H 0.991 2.132 1.999
C -0.394 4.707 -3.689
C -0.027 5.761 -4.711
C -1.010 6.964 -4.438
O -0.490 8.021 -5.241
C -0.977 8.272 -6.537
N 1.404 6.007 -4.621
H 0.297 3.865 -3.664
H -1.378 4.255 -3.815
H -0.451 5.021 -2.647
H -0.152 5.265 -5.673
H -0.984 7.242 -3.385
H -2.056 6.701 -4.597
H -1.047 7.365 -7.138
H -0.298 8.994 -6.991
H -1.932 8.789 -6.442
H 1.500 6.988 -4.843
H 1.457 6.161 -3.624
C 6.434 -3.751 -2.183
C 7.130 -2.465 -2.595
C 6.049 -1.368 -3.102
O 4.821 -1.526 -2.438
C 3.935 -0.469 -2.699
N 7.868 -1.826 -1.503
H 7.082 -4.608 -2.368
H 5.572 -3.906 -2.832
H 6.134 -3.718 -1.135
H 7.961 -2.698 -3.261
H 5.733 -1.739 -4.077
H 6.376 -0.331 -3.172
H 4.473 0.450 -2.465
H 3.039 -0.516 -2.080
H 3.483 -0.581 -3.685
H 7.198 -1.595 -0.783
H 8.533 -2.453 -1.073
C 8.453 1.586 0.554
C 7.100 1.527 -0.148
C 5.949 0.945 0.697
O 6.347 -0.329 1.128
C 5.308 -1.243 1.456
N 6.641 2.836 -0.683
H 9.057 1.867 -0.309
H 8.757 0.607 0.927
H 8.548 2.278 1.390
H 7.238 0.757 -0.908
H 5.091 0.999 0.028
H 5.903 1.571 1.588
H 5.713 -2.212 1.745
H 4.721 -1.527 0.582
H 4.681 -0.967 2.304
H 7.038 3.207 -1.534
H 7.017 3.585 -0.120
C -0.100 -1.449 0.517
C -0.436 -0.212 1.240
C -0.246 1.078 0.332
O 1.179 1.194 0.147
C 1.522 1.545 -1.263
N -1.888 -0.352 1.586
H -0.751 -1.597 -0.345
H -0.268 -2.286 1.194
H 0.965 -1.518 0.294
H 0.164 -0.099 2.143
H -0.758 1.917 0.804
H -0.819 1.201 -0.587
H 1.131 0.736 -1.880
H 2.610 1.482 -1.269
H 1.160 2.538 -1.532
H -2.231 -0.297 0.638
H -2.133 0.455 2.142
C 0.935 -5.715 0.043
C 2.444 -6.016 0.008
C 3.138 -5.796 -1.442
O 2.368 -6.540 -2.399
C 2.586 -8.006 -2.547
N 3.139 -5.176 1.015
H 0.807 -4.643 -0.109
H 0.538 -6.015 1.013
H 0.347 -6.171 -0.754
H 2.589 -7.007 0.438
H 4.172 -6.112 -1.303
H 3.162 -4.732 -1.676
H 3.599 -8.116 -2.937
H 1.915 -8.388 -3.317
H 2.557 -8.480 -1.566
H 2.811 -5.359 1.953
H 3.009 -4.193 0.823
C -4.444 -7.974 1.909
C -3.061 -7.562 1.393
C -3.118 -6.736 0.047
O -3.618 -5.406 0.266
C -2.725 -4.412 0.864
N -2.334 -7.027 2.465
H -5.109 -7.121 2.044
H -4.549 -8.563 2.820
H -5.013 -8.525 1.160
H -2.440 -8.412 1.112
H -3.692 -7.179 -0.767
H -2.094 -6.819 -0.317
H -3.004 -3.457 0.421
H -1.681 -4.498 0.561
H -2.776 -4.350 1.951
H -2.712 -7.611 3.197
H -2.782 -6.152 2.696
C -5.686 -1.793 1.481
C -6.200 -2.793 2.525
C -7.589 -3.498 2.223
O -7.875 -4.568 3.161
C -9.061 -5.346 2.993
N -5.256 -3.873 2.852
H -4.792 -1.258 1.800
H -6.358 -0.960 1.275
H -5.409 -2.293 0.553
H -6.427 -2.188 3.402
H -7.439 -3.826 1.194
H -8.507 -2.912 2.239
H -9.239 -5.981 3.861
H -8.928 -6.020 2.147
H -9.943 -4.743 2.776
H -4.871 -4.044 1.934
H -5.722 -4.694 3.212
C -2.289 2.514 5.527
C -2.325 3.365 4.278
C -1.666 4.751 4.573
O -1.762 5.667 3.473
C -0.798 6.643 3.603
N -1.762 2.731 3.087
H -1.874 1.518 5.369
H -3.290 2.473 5.957
H -1.554 2.996 6.170
H -3.388 3.461 4.059
H -0.652 4.483 4.870
H -2.102 5.137 5.494
H -0.847 7.026 2.584
H 0.227 6.378 3.866
H -1.153 7.407 4.294
H -0.782 2.573 3.271
H -1.799 3.406 2.336
C -2.969 4.546 -1.327
C -3.124 5.368 -0.037
C -3.822 4.615 1.166
O -5.197 4.280 1.039
C -5.599 3.491 2.161
N -1.816 5.759 0.493
H -3.956 4.176 -1.605
H -2.305 3.689 -1.215
H -2.513 5.317 -1.948
H -3.628 6.301 -0.287
H -3.594 5.115 2.107
H -3.317 3.649 1.182
H -4.848 2.814 2.568
H -6.560 3.012 1.973
H -5.819 4.164 2.990
H -1.899 5.529 1.473
H -1.631 6.745 0.381
*
```

***

Computed, not measured: 12 unconnected molecules or ions with the total composition C40H112N8O12 in a non-equilibrium geometry, with ωB97M-V with the def2-TZVPD basis set.

Values from the calculation:
Max |F|, hartree/bohr: 0.06651
SMILES: COC[C@H](C)N.COC[C@H](C)N.COC[C@H](C)N.COC[C@H](C)N.COC[C@H](C)N.COC[C@H](C)N.COC[C@H](C)N.COC[C@H](C)N.CCO.CCO.CCO.CCO
HOMO, hartree: -0.3250

```
! RIJCOSX wB97M-V def2-TZVPD def2/J DEFGRID3
* xyz 0 1
C 5.819 -10.429 -8.738
O 4.554 -9.902 -8.956
C 3.662 -9.752 -7.816
C 2.482 -8.865 -8.143
C 2.813 -7.476 -8.600
N 1.631 -8.860 -6.989
H 6.403 -9.658 -8.236
H 6.242 -10.609 -9.727
H 5.858 -11.353 -8.160
H 3.327 -10.778 -7.662
H 4.236 -9.440 -6.943
H 2.034 -9.444 -8.950
H 3.234 -7.421 -9.604
H 3.518 -6.922 -7.980
H 1.872 -6.938 -8.723
H 2.047 -8.204 -6.343
H 1.703 -9.743 -6.504
C 7.455 -1.879 -11.077
O 8.521 -1.140 -10.695
C 8.519 0.267 -10.956
C 9.527 0.927 -9.950
C 9.549 2.498 -10.052
N 10.880 0.343 -9.997
H 6.484 -1.388 -11.014
H 7.436 -2.869 -10.620
H 7.655 -2.067 -12.132
H 8.724 0.594 -11.975
H 7.573 0.678 -10.601
H 9.216 0.623 -8.950
H 10.002 2.932 -9.161
H 8.525 2.865 -10.129
H 10.111 2.765 -10.947
H 11.292 0.557 -10.894
H 10.791 -0.660 -10.073
C 2.593 -6.341 -17.270
O 2.422 -7.694 -17.655
C 2.722 -8.638 -16.631
C 2.302 -10.013 -17.059
C 0.803 -10.168 -17.105
N 2.865 -10.983 -16.170
H 1.980 -6.137 -16.393
H 2.345 -5.638 -18.066
H 3.642 -6.223 -17.000
H 3.801 -8.699 -16.486
H 2.254 -8.362 -15.686
H 2.732 -10.193 -18.045
H 0.326 -9.417 -17.736
H 0.491 -9.973 -16.079
H 0.595 -11.194 -17.407
H 2.532 -10.853 -15.225
H 3.867 -10.866 -16.222
C 4.489 -6.961 -13.280
O 5.740 -6.791 -12.613
C 5.650 -6.999 -11.193
C 7.029 -6.615 -10.558
C 8.162 -7.566 -10.875
N 6.837 -6.665 -9.124
H 3.648 -6.464 -12.797
H 4.306 -8.033 -13.364
H 4.548 -6.617 -14.313
H 4.866 -6.349 -10.806
H 5.228 -7.977 -10.960
H 7.279 -5.587 -10.819
H 7.815 -8.573 -10.645
H 9.018 -7.386 -10.225
H 8.471 -7.541 -11.920
H 7.670 -6.929 -8.617
H 6.304 -7.506 -8.956
C 15.649 -8.318 -7.711
O 15.080 -7.244 -8.473
C 13.986 -6.584 -7.869
C 12.677 -7.444 -7.824
C 12.227 -7.782 -9.255
N 11.591 -6.679 -7.240
H 14.890 -9.089 -7.578
H 15.827 -7.959 -6.698
H 16.519 -8.671 -8.264
H 14.310 -6.147 -6.925
H 13.818 -5.709 -8.497
H 12.795 -8.329 -7.198
H 13.071 -8.212 -9.793
H 11.782 -6.913 -9.740
H 11.452 -8.546 -9.324
H 11.836 -6.393 -6.303
H 11.496 -5.721 -7.546
C 8.464 -11.458 -11.871
O 8.515 -12.895 -11.755
C 9.799 -13.393 -11.606
C 10.621 -13.435 -12.969
C 9.834 -14.127 -14.036
N 11.884 -14.101 -12.821
H 9.012 -11.058 -12.724
H 8.884 -11.000 -10.976
H 7.415 -11.161 -11.897
H 10.296 -12.840 -10.809
H 9.651 -14.421 -11.277
H 10.739 -12.379 -13.209
H 9.489 -15.115 -13.733
H 10.443 -14.270 -14.928
H 9.004 -13.471 -14.299
H 12.407 -14.026 -13.683
H 11.701 -15.090 -12.731
C 4.431 -2.812 -12.420
O 3.187 -2.504 -11.745
C 2.381 -3.575 -11.258
C 1.126 -3.081 -10.452
C 0.487 -4.257 -9.685
N 0.180 -2.560 -11.352
H 4.188 -3.333 -13.346
H 5.201 -3.298 -11.821
H 4.845 -1.852 -12.730
H 2.099 -4.234 -12.079
H 2.977 -4.171 -10.567
H 1.490 -2.350 -9.730
H -0.558 -4.164 -9.386
H 1.079 -4.489 -8.800
H 0.398 -5.097 -10.374
H 0.553 -1.699 -11.724
H -0.489 -2.140 -10.722
C 6.727 -9.270 -14.534
O 7.407 -8.751 -15.689
C 6.891 -7.464 -16.096
C 7.641 -6.913 -17.278
C 9.084 -6.306 -16.885
N 6.828 -5.952 -18.066
H 5.659 -9.387 -14.722
H 6.845 -8.641 -13.652
H 7.222 -10.198 -14.250
H 5.862 -7.622 -16.418
H 6.911 -6.777 -15.250
H 7.894 -7.722 -17.963
H 9.530 -5.881 -17.785
H 9.700 -7.046 -16.375
H 8.928 -5.556 -16.110
H 6.660 -5.193 -17.422
H 7.463 -5.518 -18.720
C 9.306 -3.604 -14.225
C 8.473 -4.661 -13.443
O 7.128 -4.354 -13.463
H 8.983 -3.550 -15.265
H 10.359 -3.869 -14.132
H 9.173 -2.579 -13.880
H 8.754 -4.576 -12.393
H 8.636 -5.696 -13.743
H 6.599 -5.030 -13.034
C 4.349 -2.704 -7.891
C 4.801 -4.132 -7.884
O 6.182 -4.188 -7.792
H 3.262 -2.716 -7.817
H 4.611 -2.257 -8.850
H 4.741 -2.126 -7.054
H 4.457 -4.505 -8.849
H 4.218 -4.694 -7.155
H 6.393 -5.099 -8.013
C 8.638 -6.347 -5.423
C 8.558 -7.737 -6.086
O 9.047 -7.622 -7.364
H 8.528 -6.431 -4.342
H 7.803 -5.799 -5.859
H 9.571 -5.830 -5.646
H 7.534 -8.085 -6.221
H 9.150 -8.476 -5.546
H 9.959 -7.330 -7.301
C 3.954 -11.489 -12.498
C 2.705 -10.676 -12.137
O 1.994 -10.399 -13.302
H 4.458 -11.911 -11.629
H 4.626 -10.850 -13.071
H 3.660 -12.247 -13.224
H 2.921 -9.717 -11.666
H 2.184 -11.259 -11.378
H 1.214 -9.885 -13.083
*
```